ORCA calculation (ωB97M-V/def2-TZVPD) on a structure of composition C34H39N7O2Ti in a non-equilibrium geometry.

The calculation puts the molar mass at 625.6 g mol⁻¹. Its spin multiplicity is 1. For the energy above the lowest of the compared OMol25 structures with the same formula, charge and spin, the calculation gives 0.0000 eV. The value obtained for the HOMO energy is -7.096 eV.

Each line ends with the Mulliken charge.
Cartesian coordinates (Å):
Ti 0.149 -0.330 -0.148  -1.07
C 1.592 -3.674 0.185  -1.45
C 1.688 -2.792 1.430  -0.13
N 1.869 -1.374 1.055  0.06
C 3.213 -1.180 0.510  -1.48
C 3.312 0.164 -0.136  -0.14
C 4.540 0.737 -0.424  -0.94
C 4.572 2.016 -0.949  -0.71
C 3.374 2.677 -1.160  -1.23
C 2.190 2.029 -0.866  1.11
C 0.855 2.686 -1.054  -1.39
N -0.161 1.646 -1.070  0.04
C 0.068 0.574 -2.017  -0.86
C 0.910 -1.905 -1.436  -0.02
N 0.665 -3.213 -0.814  0.02
N 2.153 0.775 -0.384  1.39
H 1.302 -4.679 0.502  0.51
H 2.574 -3.772 -0.287  0.41
H 2.514 -3.128 2.072  0.51
H 0.772 -2.882 2.011  0.26
H 1.787 -0.800 1.889  -0.12
H 3.418 -1.950 -0.229  0.57
H 3.975 -1.275 1.291  0.58
H 5.453 0.196 -0.213  0.54
H 5.515 2.494 -1.178  0.44
H 3.349 3.686 -1.550  0.55
H 0.852 3.253 -1.991  0.63
H 0.683 3.381 -0.229  0.31
H -1.095 2.031 -1.075  0.40
H 0.958 0.702 -2.628  0.14
H -0.790 0.372 -2.637  0.62
H 1.966 -1.822 -1.707  0.75
H 0.347 -1.864 -2.363  -0.23
H -0.297 -3.348 -0.544  0.27
C -3.653 0.924 -1.216  -1.29
C -3.257 0.157 -2.448  2.04
C -3.758 0.547 -3.682  -1.16
C -3.509 -0.211 -4.815  -0.86
C -2.794 -1.387 -4.690  -0.93
C -2.272 -1.806 -3.467  1.93
C -1.568 -3.140 -3.432  -1.82
C -2.458 -0.994 -2.340  -2.23
N -1.859 -1.246 -1.057  1.47
C -2.528 -2.197 -0.380  -0.25
O -3.463 -2.907 -0.755  -0.75
C -2.118 -2.275 1.062  -0.06
C -2.690 -3.139 1.980  -0.81
C -2.332 -3.009 3.316  -0.75
C -1.454 -2.002 3.700  -0.63
C -0.940 -1.186 2.712  0.12
N -1.244 -1.347 1.426  1.33
C -0.084 0.037 2.994  -1.03
O 0.243 0.281 4.155  -0.76
N 0.166 0.740 1.874  2.65
C 0.494 2.109 2.095  -1.43
C -0.558 3.037 1.977  1.42
C -1.974 2.546 1.857  -1.02
C -0.288 4.396 2.029  -0.97
C 1.009 4.852 2.233  -0.97
C 2.020 3.933 2.449  -0.64
C 1.777 2.560 2.407  1.17
C 2.894 1.615 2.765  -1.37
H -4.091 1.888 -1.477  0.40
H -4.398 0.359 -0.649  0.30
H -2.822 1.075 -0.534  -0.23
H -4.365 1.442 -3.750  0.41
H -3.894 0.097 -5.779  0.42
H -2.637 -2.015 -5.560  0.46
H -2.107 -3.835 -4.078  0.58
H -0.541 -3.082 -3.795  0.33
H -1.563 -3.569 -2.438  0.17
H -3.408 -3.869 1.635  0.60
H -2.762 -3.669 4.059  0.45
H -1.171 -1.818 4.726  0.61
H -2.047 1.713 1.161  -0.14
H -2.320 2.166 2.823  0.31
H -2.647 3.346 1.547  0.43
H -1.102 5.105 1.926  0.42
H 1.221 5.914 2.267  0.40
H 3.022 4.278 2.679  0.46
H 3.522 2.071 3.530  0.61
H 3.537 1.392 1.913  0.13
H 2.499 0.690 3.188  0.14